Entry from OMol25: a cluster of 2 separate species, C3H11N2S in total in a non-equilibrium geometry (ωB97M-V/def2-TZVPD).

Geometry as XYZ:
```
17
Properties=species:S:1:pos:R:3
C 0.08 -1.70 0.36
C 1.03 -0.63 -0.06
C 0.93 0.77 0.48
N 1.97 1.61 0.38
N 0.27 0.29 -1.01
S -2.97 0.46 0.12
H 0.06 -2.63 -0.18
H 0.39 -2.16 1.42
H -1.01 -1.51 0.50
H 1.99 -0.76 -0.59
H 0.15 1.17 1.01
H 1.76 2.56 0.21
H 2.91 1.38 0.33
H -0.74 0.24 -1.00
H -3.32 -0.74 -0.35
H 0.63 0.50 -1.93
H -4.13 1.13 0.30
```

The largest force on an atom comes out at 0.0969 Eh/bohr. The value obtained for the frontier orbital gap is 10.83 eV. Its energy above the lowest of the compared OMol25 structures with the same formula, charge and spin is 227.9 kJ/mol. The total charge is +1.

Atomic partial charges in e from the natural (NBO) method, atoms 1 to 4: C -0.681; C -0.051; C 0.205; N -0.780

Entry from OMol25: a structure of composition C32H39N5SY in a non-equilibrium geometry (ωB97M-V/def2-TZVPD).

Geometry as XYZ:
```
78
Properties=species:S:1:pos:R:3
Y -0.53 0.45 -0.15
N -4.59 0.87 -0.86
N 0.20 2.89 -0.45
C 0.64 -1.72 -1.16
C -0.14 -1.13 -2.21
C -1.50 -1.52 -2.00
C -2.66 -1.19 -2.87
H -2.33 -0.70 -3.79
H -3.36 -0.49 -2.36
H -3.23 -2.09 -3.14
C -1.57 -2.30 -0.81
C -2.82 -2.92 -0.30
H -3.04 -3.88 -0.80
H -3.69 -2.26 -0.48
H -2.79 -3.11 0.77
C -0.24 -2.47 -0.31
C 0.18 -3.36 0.79
H -0.44 -3.24 1.69
H 1.21 -3.16 1.09
H 0.13 -4.43 0.50
C 0.36 -0.22 -3.28
H 0.65 -0.78 -4.19
H 1.26 0.34 -2.97
H -0.40 0.52 -3.56
C 2.12 -1.62 -1.03
H 2.46 -1.69 0.01
H 2.49 -0.67 -1.43
H 2.64 -2.42 -1.59
C -5.56 0.94 0.06
H -6.42 0.19 0.06
C -5.57 2.01 1.03
H -6.48 2.25 1.61
C -4.35 2.74 1.20
H -4.27 3.51 2.02
C -3.28 2.54 0.30
H -2.30 3.04 0.41
C -3.38 1.55 -0.83
C -2.44 1.20 -1.99
H -2.26 2.19 -2.60
C 1.15 2.04 -0.07
C 0.66 3.93 -1.23
H -0.03 4.53 -1.86
C 1.99 3.93 -1.03
H 2.74 4.67 -1.16
N 2.30 2.74 -0.28
C 3.49 2.00 -0.20
C 4.31 1.95 -1.34
C 5.49 1.22 -1.20
H 6.20 1.23 -2.03
C 5.76 0.50 -0.03
C 7.10 -0.16 0.13
H 7.01 -1.09 0.72
H 7.80 0.51 0.66
H 7.52 -0.39 -0.86
C 4.79 0.39 0.98
H 4.96 -0.25 1.86
C 3.61 1.10 0.89
C 2.55 0.92 1.93
H 1.88 1.77 2.07
H 3.05 0.74 2.90
H 1.93 0.02 1.77
C 3.91 2.56 -2.64
H 3.70 3.63 -2.61
H 3.05 2.06 -3.11
H 4.75 2.43 -3.32
C -4.23 -0.82 2.56
N -3.15 -1.56 3.19
C -3.26 -2.78 3.86
C -2.02 -3.18 4.18
N -1.14 -2.22 3.68
C -1.83 -1.21 3.06
S -1.25 0.29 2.47
H -4.19 0.23 2.88
H -4.13 -0.85 1.47
H -5.18 -1.27 2.87
H -4.24 -3.21 4.04
H -1.66 -4.06 4.71
H -0.13 -2.23 3.76
```

The largest force on an atom comes out at 0.0797 Eh/bohr. The value obtained for the frontier orbital gap (spin up / spin down) is 2.82 / 2.82 eV. The total charge is -1.

Atomic partial charges in e from the Mulliken method, atoms 1 to 4: Y -0.642; N -0.279; N -0.340; C 0.522

Entry from OMol25: the ion C3H2NOS2 with charge -1 in a non-equilibrium geometry (ωB97M-V/def2-TZVPD).

Geometry as XYZ:
```
9
Properties=species:S:1:pos:R:3
O 0.70 0.24 -0.67
C -0.46 -0.35 -0.13
N -0.85 -0.45 1.08
C -0.36 -0.07 2.22
C 0.40 0.46 3.16
S 1.84 1.27 3.31
S -0.97 -0.23 4.07
H 1.19 0.61 0.07
H -1.11 -0.78 -0.87
```

The largest force on an atom comes out at 0.0400 Eh/bohr. The value obtained for the frontier orbital gap is 6.29 eV. Its energy above the lowest of the compared OMol25 structures with the same formula, charge and spin is 320.4 kJ/mol. Its SMILES is O/C=N\C1=C([S-])S1. The total charge is -1.

Atomic partial charges in e from the natural (NBO) method, atoms 1 to 4: O -0.718; C 0.322; N -0.484; C 0.031

Entry from OMol25: an isolated molecule of C4H5NO in a non-equilibrium geometry (ωB97M-V/def2-TZVPD).

Geometry as XYZ:
```
11
Properties=species:S:1:pos:R:3
N 2.10 -0.12 -0.15
C 0.72 0.02 -0.08
C -0.33 0.99 -0.13
C -1.57 0.33 -0.05
C -1.25 -0.93 0.02
O 0.17 -1.13 -0.27
H 2.33 0.84 0.04
H 2.42 -0.78 0.68
H -0.29 2.15 0.01
H -2.66 0.60 -0.25
H -1.65 -1.98 0.17
```

The largest force on an atom comes out at 0.1333 Eh/bohr. The value obtained for the frontier orbital gap is 8.75 eV. Its energy above the lowest of the compared OMol25 structures with the same formula, charge and spin is 234.8 kJ/mol. Its SMILES is Nc1ccco1.

Atomic partial charges in e from the natural (NBO) method, atoms 1 to 4: N -0.791; C 0.466; C -0.416; C -0.307

Entry from OMol25: a cluster of 6 separate species, C27H51O5P in total in a non-equilibrium geometry (ωB97M-V/def2-TZVPD).

Geometry as XYZ:
```
84
Properties=species:S:1:pos:R:3
P 5.38 0.20 -1.46
C 4.04 -0.63 -2.61
C 2.58 -0.09 -1.99
C 1.75 -1.14 -1.03
C 0.32 -0.56 -0.39
C -0.13 0.98 -0.77
C 0.71 2.02 -1.74
C 2.13 1.44 -2.37
H 5.88 -1.09 -1.03
H 5.81 0.93 -2.63
H 4.31 0.83 -0.68
H 6.36 0.92 -0.64
H 4.14 -1.79 -2.58
H 4.15 -0.27 -3.74
H 2.18 -2.22 -0.78
H -0.28 -1.30 0.30
H -1.13 1.40 -0.30
H 0.35 3.13 -1.95
H 2.84 2.10 -3.05
C -3.35 -4.43 -0.94
C -2.73 -3.74 -2.13
C -1.91 -2.65 -1.46
O -1.51 -3.16 -0.18
C -2.25 -4.36 0.09
H -3.67 -5.46 -1.15
H -4.22 -3.86 -0.60
H -2.07 -4.44 -2.65
H -3.45 -3.35 -2.84
H -2.51 -1.75 -1.29
H -1.03 -2.38 -2.05
H -1.56 -5.20 0.00
H -2.63 -4.33 1.11
C -1.89 2.64 3.70
C -3.36 2.93 3.63
C -3.58 3.11 2.14
O -2.62 2.28 1.48
C -1.66 1.82 2.44
H -1.58 2.12 4.61
H -1.32 3.58 3.64
H -3.93 2.06 3.99
H -3.67 3.80 4.22
H -3.40 4.14 1.84
H -4.59 2.83 1.83
H -1.85 0.76 2.63
H -0.65 1.94 2.04
C 4.89 -5.58 -4.67
C 4.54 -4.11 -4.63
C 5.90 -3.46 -4.59
O 6.80 -4.33 -5.29
C 6.14 -5.58 -5.52
H 4.10 -6.21 -5.07
H 5.13 -5.93 -3.66
H 4.02 -3.83 -5.55
H 3.91 -3.83 -3.78
H 6.27 -3.37 -3.56
H 5.91 -2.47 -5.05
H 5.89 -5.64 -6.59
H 6.82 -6.40 -5.27
C -8.03 0.10 5.72
C -7.51 -1.05 4.90
C -6.56 -0.36 3.94
O -6.04 0.78 4.63
C -6.80 0.98 5.83
H -8.43 -0.20 6.69
H -8.82 0.62 5.17
H -6.95 -1.75 5.54
H -8.29 -1.62 4.38
H -7.08 0.00 3.05
H -5.74 -1.01 3.63
H -6.18 0.69 6.68
H -7.06 2.04 5.93
C 2.20 5.36 -0.51
C 3.42 6.25 -0.44
C 3.75 6.22 1.03
O 3.33 4.95 1.53
C 2.52 4.31 0.53
H 2.02 4.94 -1.50
H 1.31 5.92 -0.21
H 4.23 5.80 -1.02
H 3.24 7.26 -0.82
H 3.19 6.99 1.58
H 4.82 6.36 1.23
H 3.11 3.49 0.10
H 1.63 3.89 1.00
```

The largest force on an atom comes out at 0.1032 Eh/bohr. The value obtained for the frontier orbital gap is 8.22 eV. Its SMILES is [PH4]Cc1ccccc1.C1CCOC1.C1CCOC1.C1CCOC1.C1CCOC1.C1CCOC1.

Atomic partial charges in e from the Mulliken method, atoms 1 to 4: P 0.058; C -0.446; C 0.269; C -0.456

Entry from OMol25: an isolated molecule of C4H12N2O4S in a non-equilibrium geometry (ωB97M-V/def2-TZVPD).

Geometry as XYZ:
```
23
Properties=species:S:1:pos:R:3
C 2.18 -1.92 -0.38
S 1.45 -0.37 0.10
O 1.76 0.61 -0.92
O 1.84 -0.23 1.48
O -0.03 -0.89 -0.09
C -1.18 -0.04 -0.47
C -2.43 -1.01 -0.70
N -3.18 -1.34 0.52
C -1.38 1.10 0.48
O -0.34 1.90 0.56
N -0.09 2.81 -0.52
H 2.23 -2.04 -1.65
H 3.30 -2.06 0.09
H 1.32 -2.82 0.02
H -0.90 0.37 -1.52
H -3.13 -0.41 -1.38
H -2.09 -1.81 -1.40
H -3.98 -1.88 0.36
H -2.63 -1.92 1.22
H -1.52 0.69 1.50
H -2.42 1.34 0.26
H 0.87 2.56 -0.81
H -0.23 3.70 -0.05
```

The largest force on an atom comes out at 0.0929 Eh/bohr. The value obtained for the frontier orbital gap is 10.19 eV. Its energy above the lowest of the compared OMol25 structures with the same formula, charge and spin is 244.9 kJ/mol. Its SMILES is CS(=O)(=O)O[C@@H](CN)CON.

Atomic partial charges in e from the natural (NBO) method, atoms 1 to 4: C -0.942; S 2.376; O -0.955; O -0.910

Entry from OMol25: an isolated molecule of C4H6ClF in a non-equilibrium geometry (ωB97M-V/def2-TZVPD).

Geometry as XYZ:
```
12
Properties=species:S:1:pos:R:3
C -1.09 -1.84 -1.24
C -1.25 -0.63 -0.74
C -0.22 0.32 -0.22
Cl 1.38 -0.45 -0.26
C -0.49 0.80 1.18
F 0.12 2.05 1.35
H -1.95 -2.24 -1.78
H -0.17 -2.43 -1.23
H -2.25 -0.19 -0.72
H -0.20 1.13 -0.95
H -0.18 0.14 2.01
H -1.54 0.90 1.15
```

The largest force on an atom comes out at 0.0309 Eh/bohr. The value obtained for the frontier orbital gap is 11.29 eV. Its energy above the lowest of the compared OMol25 structures with the same formula, charge and spin is 49.1 kJ/mol. Its SMILES is C=C[C@H](Cl)CF.

Atomic partial charges in e from the natural (NBO) method, atoms 1 to 4: C -0.371; C -0.215; C -0.270; Cl -0.059

Entry from OMol25: an isolated molecule of C3H8N2S2 in a non-equilibrium geometry (ωB97M-V/def2-TZVPD).

Geometry as XYZ:
```
15
Properties=species:S:1:pos:R:3
C -0.01 2.28 1.20
S -0.83 1.12 0.13
C 0.28 -0.27 0.25
C 1.10 -0.67 -0.93
S 0.10 -1.27 -2.28
N 0.49 -0.90 1.34
N -0.27 -0.52 2.45
H 0.99 2.54 0.84
H 0.11 1.82 2.20
H -0.62 3.14 1.22
H 1.75 0.13 -1.27
H 1.74 -1.49 -0.57
H -0.36 -0.09 -2.74
H -1.19 -0.22 2.11
H -0.43 -1.36 2.99
```

The largest force on an atom comes out at 0.0358 Eh/bohr. The value obtained for the frontier orbital gap is 9.87 eV. Its energy above the lowest of the compared OMol25 structures with the same formula, charge and spin is 133.8 kJ/mol. Its SMILES is CS/C(CS)=N\N.

Atomic partial charges in e from the natural (NBO) method, atoms 1 to 4: C -0.751; S 0.177; C 0.044; C -0.576